Entry P
C4H11N2 | ωB97M-V with the def2-TZVPD basis set

Output
E_HOMO: -14.26 eV
SMILES string: C=[N+](C)N(C)C
Kohn-Sham gap: 8.93 eV
total charge: +1

Geometry (Å):
N  -0.79541  0.17020  -0.04690
N  0.67798  -0.00846  0.13360
C  1.29310  -1.16093  -0.53357
C  -1.59691  -0.96956  0.38498
C  -1.62056  1.28656  -0.31991
C  1.36766  1.22858  -0.09200
H  -2.74456  -0.76047  0.31441
H  0.44529  -1.90330  -0.85192
H  1.79760  -0.84872  -1.53425
H  1.07339  1.59162  -1.06512
H  2.00202  -1.56918  0.18391
H  -1.26036  -1.09406  1.46774
H  -1.25232  2.29941  -0.48623
H  2.53710  1.08248  0.11836
H  1.00869  1.95543  0.68660
H  -2.67471  1.34168  -0.06287
H  -1.40508  -1.89662  -0.27399

In elementary charge units, the Mulliken charges are:
1. N 0.13
2. N 0.08
3. C -0.67
4. C -0.88
5. C -0.12
6. C -0.99
7. H 0.34
8. H 0.24
9. H 0.28
10. H 0.42
11. H 0.32
12. H 0.35
13. H 0.31
14. H 0.33
15. H 0.33
16. H 0.23
17. H 0.28

Entry Q
C4H11N2 | ωB97M-V with the def2-TZVPD basis set

Output
E_HOMO: -14.11 eV
SMILES string: C/C=C/[C@@H](N)[NH3+]
Kohn-Sham gap: 10.87 eV
total charge: +1

Geometry (Å):
N  0.51951  0.41337  -2.30977
N  0.01026  -1.73841  -1.18090
C  0.39316  0.22174  0.32685
C  -0.43089  0.45819  1.34202
C  -0.19433  -0.11506  -1.26323
C  -0.21885  1.16190  2.69179
H  1.41818  0.71079  -2.14404
H  -0.44744  2.18021  2.70839
H  -0.49652  -2.30116  -1.89387
H  0.97246  -1.97172  -1.54326
H  -0.23295  -1.96117  -0.24059
H  0.03945  0.63900  -3.21211
H  0.88271  1.03107  3.02618
H  -1.52576  0.24882  1.08583
H  -0.75186  0.72287  3.59464
H  1.37324  0.43334  0.44388
H  -1.31037  -0.13379  -1.43181

In elementary charge units, the Mulliken charges are:
1. N -0.45
2. N -0.46
3. C -0.61
4. C 0.16
5. C 0.07
6. C -1.10
7. H 0.21
8. H 0.31
9. H 0.37
10. H 0.34
11. H 0.35
12. H 0.23
13. H 0.29
14. H 0.21
15. H 0.31
16. H 0.36
17. H 0.42

Energetically preferred structure: entry Q | next structure: +42.9 kcal/mol

Entry P
C4H11NS | ωB97M-V with the def2-TZVPD basis set

Output
E_HOMO: -8.23 eV
Kohn-Sham gap: 9.06 eV
total charge: 0

Geometry (Å):
S  -1.54250  -0.19518  -1.46774
N  -1.77426  1.37298  -1.44453
C  1.16779  -0.27599  1.37038
C  -1.17897  -0.62278  0.30979
C  -0.08705  0.54913  1.31175
C  0.28064  -0.38787  -2.01832
H  0.63525  -1.39404  -1.67022
H  1.45812  -0.79930  0.41856
H  -0.11727  1.43550  0.71554
H  -0.79600  -1.61859  0.29695
H  -2.42987  1.75529  -2.09088
H  -2.10748  -0.46070  0.81322
H  2.00126  0.20132  1.82286
H  -0.39614  0.69858  2.42658
H  0.39602  -0.35055  -3.18188
H  0.72306  0.28470  -1.31429
H  0.86564  -1.00517  2.22177

In elementary charge units, the Mulliken charges are:
1. S 0.25
2. N -0.63
3. C -0.95
4. C -0.89
5. C -0.47
6. C -0.75
7. H 0.26
8. H 0.22
9. H 0.40
10. H 0.49
11. H 0.21
12. H 0.42
13. H 0.34
14. H 0.29
15. H 0.30
16. H 0.23
17. H 0.28

Entry Q
C4H11NS | ωB97M-V with the def2-TZVPD basis set

Output
E_HOMO: -6.05 eV
Kohn-Sham gap: 5.68 eV
total charge: 0

Geometry (Å):
S  -0.48857  -0.96631  1.97418
N  -0.05760  -1.71539  -1.54672
C  -1.03057  -0.61913  -1.52646
C  0.02404  0.76782  2.23695
C  -1.11644  0.29006  -2.47671
C  1.44562  1.18315  1.82964
H  2.08906  1.24464  2.71082
H  -1.99393  0.92351  -2.46458
H  0.91649  -1.41183  -1.44953
H  -1.65690  -0.54737  -0.64327
H  1.44712  2.11697  1.26705
H  -0.22638  -2.32199  -0.72534
H  -0.39883  0.54397  -3.24676
H  2.00232  0.42515  1.27013
H  -0.00860  0.86549  3.32283
H  -0.24475  -2.26386  -2.38330
H  -0.70208  1.48512  1.85107

In elementary charge units, the Mulliken charges are:
1. S -0.62
2. N -0.33
3. C -0.20
4. C -0.51
5. C -0.62
6. C -0.92
7. H 0.28
8. H 0.24
9. H 0.36
10. H 0.30
11. H 0.25
12. H 0.31
13. H 0.27
14. H 0.24
15. H 0.23
16. H 0.41
17. H 0.29

Energetically preferred structure: entry Q | next structure: +8.6 kcal/mol

Entry P
C4H11NS | ωB97M-V with the def2-TZVPD basis set

Output
E_HOMO: -8.93 eV
SMILES string: CCNCCS
Kohn-Sham gap: 9.94 eV
total charge: 0

Geometry (Å):
S  -1.35817  1.14421  -3.22926
N  0.45485  -0.25346  0.12115
C  -0.39456  0.57949  -0.70831
C  -0.61197  -0.04910  -2.06028
C  0.61845  0.26079  1.48938
C  0.69055  -0.86311  2.52415
H  -0.10872  -1.57857  2.37000
H  -1.27302  -0.89632  -1.97945
H  0.31730  -0.37540  -2.52045
H  1.37611  -0.38346  -0.27381
H  1.60327  -1.43542  2.33616
H  1.58252  0.77755  1.54872
H  -0.14190  1.00585  1.72399
H  0.80466  -0.43118  3.51449
H  -1.36459  0.63373  -0.20896
H  -0.09009  1.61337  -0.76247
H  -2.10468  0.25105  -3.88504

In elementary charge units, the Mulliken charges are:
1. S -0.25
2. N -0.36
3. C -0.69
4. C -0.53
5. C -0.38
6. C -1.22
7. H 0.34
8. H 0.38
9. H 0.32
10. H 0.25
11. H 0.28
12. H 0.29
13. H 0.42
14. H 0.37
15. H 0.29
16. H 0.39
17. H 0.12

Entry Q
C4H11NS | ωB97M-V with the def2-TZVPD basis set

Output
E_HOMO: -9.01 eV
SMILES string: C[C@H](N)CCS
Kohn-Sham gap: 9.95 eV
total charge: 0

Geometry (Å):
S  -0.37063  -2.27904  0.60043
N  1.32297  1.87843  0.19684
C  -0.17630  0.21268  -0.88713
C  0.46777  -1.14720  -0.43935
C  -0.91858  2.25677  -0.16715
C  0.08197  1.17603  0.25497
H  0.31790  0.53119  -1.65197
H  -0.72431  3.17326  0.42246
H  -0.27712  0.77819  1.20872
H  -1.98478  1.84098  -0.34317
H  1.52149  -0.85148  -0.16196
H  -1.25210  -1.52884  1.33614
H  2.00650  1.14751  0.12488
H  -1.26474  0.20264  -1.16429
H  0.75354  -1.82073  -1.35503
H  -0.62059  2.53663  -1.26714
H  1.46430  2.31664  -0.70145

In elementary charge units, the Mulliken charges are:
1. S -0.23
2. N -0.68
3. C -0.91
4. C -0.40
5. C -1.27
6. C 0.13
7. H 0.51
8. H 0.37
9. H 0.35
10. H 0.32
11. H 0.26
12. H 0.09
13. H 0.29
14. H 0.28
15. H 0.32
16. H 0.28
17. H 0.30

Energetically preferred structure: entry P | next structure: +30.1 kcal/mol

Entry P
C4H11NS | ωB97M-V with the def2-TZVPD basis set

Output
E_HOMO: -6.65 eV
Kohn-Sham gap: 6.56 eV
total charge: 0

Geometry (Å):
S  -2.30616  0.66833  -0.42491
N  2.71577  -0.54858  -0.19222
C  0.56689  1.03069  -0.22609
C  -3.52719  -0.70532  -0.23752
C  0.21272  -0.15089  0.40345
C  1.94332  0.45389  0.48948
H  -4.41642  -0.43724  -0.82111
H  1.99406  0.33954  1.57633
H  2.51179  1.40294  0.39648
H  0.68628  0.94922  -1.29434
H  -0.31391  -0.16799  1.34357
H  0.28870  1.98299  0.20460
H  3.71066  -0.48804  -0.08682
H  -3.69482  -0.83860  0.83183
H  0.29558  -1.04999  -0.18151
H  -3.13642  -1.63323  -0.65218
H  2.46916  -0.80772  -1.12903

In elementary charge units, the Mulliken charges are:
1. S -0.42
2. N -0.51
3. C -0.26
4. C -0.74
5. C -0.62
6. C -0.47
7. H 0.25
8. H 0.37
9. H 0.39
10. H 0.26
11. H 0.33
12. H 0.34
13. H 0.21
14. H 0.21
15. H 0.23
16. H 0.22
17. H 0.19

Entry Q
C4H11NS | ωB97M-V with the def2-TZVPD basis set

Output
E_HOMO: -9.14 eV
SMILES string: CC(C)(S)CN
Kohn-Sham gap: 9.97 eV
total charge: 0

Geometry (Å):
S  -0.13988  -0.11201  -2.40575
N  1.23038  0.60015  1.46590
C  -1.34115  0.61970  0.07988
C  -0.24741  -1.63381  -0.00764
C  1.18774  0.39738  0.01065
C  -0.12478  -0.16260  -0.52326
H  -2.25422  0.16089  -0.33069
H  -0.36657  -1.68338  1.09063
H  -1.33981  0.51774  1.18247
H  2.20821  0.81320  1.73196
H  1.98855  -0.38822  -0.27082
H  -1.18411  -2.08539  -0.36934
H  1.49721  1.32929  -0.54520
H  -1.31606  1.70618  -0.04083
H  0.60711  -2.33741  -0.15501
H  0.69026  1.43235  1.64290
H  -1.09546  0.82593  -2.55586

In elementary charge units, the Mulliken charges are:
1. S -0.21
2. N -0.60
3. C -1.88
4. C -1.41
5. C -0.80
6. C 1.10
7. H 0.47
8. H 0.34
9. H 0.48
10. H 0.25
11. H 0.40
12. H 0.36
13. H 0.36
14. H 0.40
15. H 0.37
16. H 0.22
17. H 0.14

Energetically preferred structure: entry Q | next structure: +104.2 kcal/mol

Entry P
C4H11NS | ωB97M-V with the def2-TZVPD basis set

Output
E_HOMO: -8.94 eV
SMILES string: C[C@H](N)CCS
Kohn-Sham gap: 9.93 eV
total charge: 0

Geometry (Å):
S  -0.15644  -0.58484  -2.82992
N  -0.57068  0.86374  1.68020
C  1.68634  0.10254  0.98390
C  -1.21813  -0.42560  -1.34586
C  -0.39910  -0.80920  -0.12155
C  0.26421  0.39328  0.57537
H  -0.92608  0.12964  -3.66089
H  -1.04355  -1.32873  0.58324
H  0.36836  -1.55037  -0.40792
H  -1.50783  0.62541  -1.30668
H  -2.10453  -1.03339  -1.52073
H  1.76979  -0.66101  1.76668
H  0.27448  1.21795  -0.13756
H  -0.26438  0.51040  2.57501
H  2.21890  0.99236  1.31896
H  2.25644  -0.30991  0.14831
H  -0.64781  1.86773  1.69945

In elementary charge units, the Mulliken charges are:
1. S -0.26
2. N -0.60
3. C -1.62
4. C -0.64
5. C -0.85
6. C 0.38
7. H 0.12
8. H 0.31
9. H 0.42
10. H 0.38
11. H 0.39
12. H 0.36
13. H 0.35
14. H 0.22
15. H 0.38
16. H 0.40
17. H 0.24

Entry Q
C4H11NS | ωB97M-V with the def2-TZVPD basis set

Output
E_HOMO: -8.54 eV
SMILES string: CCNCCS
Kohn-Sham gap: 9.48 eV
total charge: 0

Geometry (Å):
S  2.06573  0.91121  1.60438
N  -0.50526  -0.98457  -0.91938
C  -1.61864  -0.11585  -1.29291
C  0.47160  0.59219  0.75089
C  -2.91365  -0.91675  -1.36824
C  0.71642  -0.33797  -0.44749
H  0.19737  1.60468  0.45339
H  -0.81443  -1.69083  -0.26185
H  1.09938  0.22960  -1.29576
H  1.95340  0.01743  2.59630
H  1.39544  -1.13461  -0.15853
H  -1.68184  0.68555  -0.54485
H  -3.23143  -1.40702  -0.45003
H  -1.40192  0.31198  -2.27318
H  -3.69342  -0.47018  -1.96986
H  -0.33049  0.25368  1.39985
H  -2.51999  -1.77130  -1.93639

In elementary charge units, the Mulliken charges are:
1. S -0.22
2. N -0.40
3. C -0.16
4. C -0.68
5. C -1.26
6. C -0.58
7. H 0.29
8. H 0.26
9. H 0.31
10. H 0.12
11. H 0.39
12. H 0.30
13. H 0.31
14. H 0.25
15. H 0.34
16. H 0.37
17. H 0.35

Entry R
C4H11NS | ωB97M-V with the def2-TZVPD basis set

Output
E_HOMO: -8.16 eV
SMILES string: CSCCCN
Kohn-Sham gap: 9.19 eV
total charge: 0

Geometry (Å):
S  1.94675  -1.07819  -0.10558
N  -2.18624  -0.99372  -0.12287
C  0.35954  -0.70374  0.42169
C  -0.33788  0.48101  -0.21369
C  2.87793  0.53781  0.01879
C  -1.79987  0.42557  0.13374
H  0.15293  1.41213  -0.03470
H  -2.40169  1.11035  -0.43028
H  2.41511  1.17892  -0.73996
H  -3.14186  -1.12843  0.21826
H  -0.29109  0.31210  -1.38396
H  0.16262  -0.82227  1.49111
H  -2.25168  -1.07846  -1.16625
H  3.91088  0.35427  -0.30163
H  2.74441  0.95583  0.97238
H  -1.91928  0.63531  1.20589
H  -0.24059  -1.59851  0.03704

In elementary charge units, the Mulliken charges are:
1. S -0.10
2. N -0.58
3. C -0.55
4. C -0.50
5. C -0.86
6. C -0.75
7. H 0.41
8. H 0.36
9. H 0.25
10. H 0.24
11. H 0.19
12. H 0.39
13. H 0.20
14. H 0.31
15. H 0.30
16. H 0.36
17. H 0.33

Entry S
C4H11NS | ωB97M-V with the def2-TZVPD basis set

Output
E_HOMO: -9.07 eV
SMILES string: NCCCCS
Kohn-Sham gap: 10.05 eV
total charge: 0

Geometry (Å):
S  0.92912  -1.23328  -2.42810
N  -1.43179  1.63875  2.86130
C  0.07042  -0.16725  -1.19282
C  0.21702  0.37392  1.31142
C  -0.99706  1.32101  1.54186
C  0.06914  -0.71921  0.23187
H  -0.89579  -1.20475  0.44427
H  0.41951  -0.17024  2.24212
H  -1.62695  0.79726  3.37433
H  -0.76514  2.22724  0.97631
H  2.08730  -1.39818  -1.76282
H  0.76938  -1.54487  0.34559
H  1.12061  0.92576  1.03748
H  0.54813  0.81209  -1.15552
H  -1.79258  0.85910  0.94032
H  -0.67669  2.06462  3.38544
H  -0.93393  -0.06299  -1.59490

In elementary charge units, the Mulliken charges are:
1. S -0.23
2. N -0.64
3. C -0.56
4. C -0.66
5. C -0.57
6. C -0.74
7. H 0.30
8. H 0.33
9. H 0.25
10. H 0.31
11. H 0.10
12. H 0.47
13. H 0.38
14. H 0.33
15. H 0.35
16. H 0.26
17. H 0.32

Energetically preferred structure: entry P | next structure: +6.8 kcal/mol